# 1
A molecular structure, C46H43N5O8P2SY. Source: the Open Molecules 2025 dataset; level of theory: ωB97M-V with the def2-TZVPD basis set.

Summary:
ΔE to the lowest compared entry with this formula, charge and spin = 31.4 kcal/mol
Net charge = -1
E_HOMO = -4.26 eV
HOMO-LUMO gap = 6.446 eV

Cartesian coordinates (Å):
Y1 0.2156 0.9883 0.0718
C1 3.9637 0.5404 -1.1663
C2 3.6265 1.7849 -0.4275
N1 2.4475 2.0515 0.0889
C3 2.5397 3.2647 0.7142
C4 3.8103 3.7486 0.5756
N2 4.4798 2.7963 -0.1573
C5 4.5161 4.9633 1.0305
O1 3.8082 5.8181 1.7246
O2 5.6934 5.1166 0.7630
C6 1.3386 3.8149 1.4190
O3 1.4680 4.9023 2.0320
O4 0.3058 3.1080 1.3579
H1 3.1182 -0.1448 -1.0557
H2 4.8474 0.0645 -0.7359
H3 4.1564 0.7459 -2.2214
H4 5.4476 2.8907 -0.4186
H5 2.8307 5.4929 1.8278
N3 -0.9589 -1.0173 2.0974
P1 0.3281 -0.2457 2.9133
C7 0.6405 -1.3624 4.3383
C8 -0.3727 -1.8416 5.1665
C9 -0.0790 -2.7091 6.2052
C10 1.2367 -3.1037 6.4288
C11 2.2508 -2.6327 5.6101
C12 1.9514 -1.7664 4.5643
C13 -0.4953 1.1634 3.7354
C14 0.4297 2.1116 4.1832
C15 0.0016 3.2748 4.7976
C16 -1.3578 3.5037 4.9683
C17 -2.2815 2.5700 4.5285
C18 -1.8507 1.3989 3.9177
P2 -1.0548 -1.6818 0.4758
C19 -2.6008 -2.6740 0.8626
C20 -2.6313 -4.0466 1.1123
C21 -3.8313 -4.7054 1.3509
C22 -5.0302 -4.0072 1.3488
C23 -5.0237 -2.6444 1.0857
C24 -3.8220 -2.0000 0.8317
C25 0.1344 -3.0367 0.3181
C26 0.7553 -3.6552 1.3950
C27 1.6959 -4.6533 1.1727
C28 2.0007 -5.0490 -0.1222
C29 1.3543 -4.4530 -1.1985
C30 0.4216 -3.4508 -0.9806
H6 -1.8909 -0.7654 2.4060
H7 -1.3975 -1.5309 4.9946
H8 -0.8712 -3.0772 6.8453
H9 1.4673 -3.7801 7.2425
H10 3.2746 -2.9427 5.7794
H11 2.7338 -1.4070 3.9055
H12 1.4842 1.9628 3.9783
H13 0.7195 4.0294 5.0900
H14 -1.6970 4.4286 5.4176
H15 -3.3415 2.7616 4.6402
H16 -2.5919 0.6934 3.5572
H17 -1.7075 -4.6098 1.1293
H18 -3.8271 -5.7715 1.5442
H19 -5.9638 -4.5223 1.5375
H20 -5.9526 -2.0882 1.0565
H21 -3.8505 -0.9486 0.5591
H22 0.5219 -3.3448 2.4065
H23 2.1957 -5.1192 2.0135
H24 2.7409 -5.8215 -0.2924
H25 1.5877 -4.7632 -2.2109
H26 -0.0618 -2.9665 -1.8223
C31 -3.1047 4.2827 -0.0242
C32 -2.1795 3.1964 -0.5027
N4 -2.2514 1.9966 -0.0503
O5 -3.2521 1.8573 0.9449
C33 -1.2087 3.5746 -1.5378
C34 -1.7434 4.3773 -2.6888
N5 0.0450 3.2258 -1.4515
O6 0.8533 3.6444 -2.3578
H27 -3.2138 4.2200 1.0576
H28 -4.0999 4.1709 -0.4622
H29 -2.7011 5.2542 -0.2953
H30 -3.2827 0.8991 1.0569
H31 -2.8278 4.2892 -2.7720
H32 -1.2746 3.9974 -3.6000
H33 -1.4757 5.4379 -2.6307
O7 1.1374 -0.6972 0.0873
O8 -0.6197 0.9747 -2.8885
S1 0.0615 -0.3177 -3.1835
C35 1.3832 0.0096 -4.3420
C36 2.4509 -0.8755 -4.3709
C37 3.5080 -0.6235 -5.2345
C38 3.4977 0.5201 -6.0219
C39 2.4433 1.4221 -5.9426
C40 1.3760 1.1731 -5.0937
C41 -1.0071 -1.2579 -4.2657
C42 -0.6224 -2.5474 -4.6170
C43 -1.4607 -3.3077 -5.4142
C44 -2.6745 -2.7793 -5.8422
C45 -3.0510 -1.4975 -5.4724
C46 -2.2158 -0.7255 -4.6733
H34 2.4627 -1.7310 -3.7048
H35 4.3506 -1.3022 -5.2727
H36 4.3315 0.7259 -6.6815
H37 2.4647 2.3321 -6.5278
H38 0.5710 1.8856 -4.9589
H39 0.3252 -2.9406 -4.2677
H40 -1.1768 -4.3136 -5.6955
H41 -3.3334 -3.3768 -6.4594
H42 -4.0013 -1.0973 -5.8022
H43 -2.4806 0.2734 -4.3478

Results of the Löwdin charge analysis, in e, for atoms 1 through 6: Y 1.24; C 0.00; C -0.33; N 0.09; C -0.11; C -0.08

---

# 2
A molecular structure, C46H46BBrClHgN13O3S. Source: the Open Molecules 2025 dataset; level of theory: ωB97M-V with the def2-TZVPD basis set.

Summary:
ΔE to the lowest compared entry with this formula, charge and spin = 7.9 kcal/mol
Net charge = -1
E_HOMO (spin up / spin down) = -2.23 / -3.99 eV
HOMO-LUMO gap (spin up / spin down) = 4.187 / 5.943 eV
Multiplicity = 2
Expectation value of S² = 0.77

Cartesian coordinates (Å):
Hg1 1.4452 0.8140 1.7973
N1 5.9003 -0.6994 1.0797
C1 4.6960 -0.2292 1.6035
S1 4.3996 1.4605 1.4115
N2 3.9784 -1.1706 2.1435
N3 2.7208 -0.8548 2.5778
C2 2.1029 -1.8124 3.2718
C3 2.7401 -3.1357 3.5046
C4 2.9632 -3.6108 4.7936
C5 3.5313 -4.8603 5.0092
C6 3.8931 -5.6559 3.9337
C7 3.6897 -5.1865 2.6404
C8 3.1269 -3.9397 2.4309
C9 0.8014 -1.5517 3.7748
C10 -0.0155 -2.5295 4.4144
C11 -1.2536 -2.2015 4.8800
C12 -1.7272 -0.8726 4.7196
C13 -0.9135 0.0036 4.0451
N4 0.2922 -0.2925 3.5596
H1 6.6067 0.0102 0.9860
H2 6.1962 -1.5807 1.4716
H3 2.6897 -2.9862 5.6352
H4 3.6966 -5.2078 6.0218
H5 4.3387 -6.6289 4.0984
H6 3.9822 -5.7932 1.7917
H7 3.0046 -3.5600 1.4250
H8 0.3493 -3.5424 4.5133
H9 -1.8698 -2.9523 5.3593
H10 -2.6964 -0.5586 5.0803
H11 -1.2551 1.0189 3.8555
N5 -3.8456 1.3691 1.4420
C14 -2.7038 1.9130 0.9880
N6 -1.8184 0.9714 0.7688
C15 -2.4775 -0.1629 1.1318
N7 -3.7165 0.0332 1.5425
C16 -1.8403 -1.4931 1.1421
C17 -2.5900 -2.6457 1.3592
N8 -2.0229 -3.8445 1.4332
C18 -0.7011 -3.8768 1.2886
C19 0.0428 -2.7312 1.0391
N9 -0.5248 -1.5362 0.9683
H12 -4.6996 1.8174 1.7241
H13 -2.5652 2.9711 0.8382
H14 -3.6630 -2.5833 1.4885
H15 -0.2160 -4.8429 1.3653
H16 1.1177 -2.7652 0.9095
C20 -2.3642 -3.3419 -4.3997
C21 -1.0171 -2.7525 -3.9552
C22 -0.6615 -3.3692 -2.5988
C23 0.0251 -3.1811 -4.9943
C24 -1.1262 -1.1885 -3.8969
O1 -1.6605 -0.7152 -5.1400
C25 -1.9920 -0.7381 -2.7124
C26 -2.3401 0.7532 -2.6041
C27 -3.1928 1.3111 -3.7147
C28 -2.7296 2.3174 -4.5537
C29 -3.5174 2.8237 -5.5761
C30 -4.7906 2.3150 -5.7619
Cl1 -5.7892 2.9396 -7.0475
C31 -5.2873 1.3214 -4.9360
C32 -4.4858 0.8324 -3.9154
C33 0.2218 -0.4441 -3.8834
N10 1.0877 -0.6634 -2.7449
C34 0.9792 -0.1764 -1.5000
N11 2.0007 -0.5560 -0.7664
C35 2.7296 -1.3057 -1.6270
N12 2.2230 -1.4001 -2.8395
H17 -2.3088 -4.4304 -4.3457
H18 -2.5969 -3.0768 -5.4320
H19 -3.1941 -3.0350 -3.7603
H20 -0.4704 -4.4362 -2.7327
H21 -1.4765 -3.2745 -1.8803
H22 0.2345 -2.9335 -2.1612
H23 -0.0476 -4.2596 -5.1507
H24 1.0398 -2.9602 -4.6696
H25 -0.1587 -2.6902 -5.9519
H26 -2.6096 -0.8771 -5.1558
H27 -1.4799 -1.0243 -1.7919
H28 -2.9252 -1.3083 -2.7172
H29 -1.4397 1.3607 -2.4876
H30 -2.8937 0.8684 -1.6681
H31 -1.7291 2.7078 -4.4140
H32 -3.1465 3.6022 -6.2280
H33 -6.2892 0.9441 -5.0868
H34 -4.8785 0.0629 -3.2600
H35 0.0032 0.6228 -3.9369
H36 0.7831 -0.7034 -4.7768
H37 0.1724 0.4541 -1.1600
H38 3.6690 -1.7604 -1.3582
Br1 -0.9156 5.8907 4.6245
C36 0.7222 4.9498 4.4215
C37 1.9047 5.6369 4.2241
C38 3.0558 4.8894 4.0462
C39 2.9694 3.5031 4.0649
N13 1.8252 2.8537 4.2630
C40 0.7205 3.5658 4.4431
H39 1.9200 6.7185 4.2019
H40 4.0084 5.3710 3.8726
H41 3.8360 2.8836 3.8666
H42 -0.2022 3.0163 4.5947
O2 1.0584 3.8976 1.3599
B1 1.0803 2.6187 0.7713
O3 0.8438 2.7674 -0.6158
C41 0.7081 4.1056 -0.8456
C42 0.4749 4.7592 -2.0333
C43 0.3661 6.1505 -1.9769
C44 0.4896 6.8354 -0.7740
C45 0.7298 6.1598 0.4244
C46 0.8361 4.7905 0.3534
H43 0.3908 4.2160 -2.9647
H44 0.1863 6.7049 -2.8885
H45 0.4021 7.9138 -0.7651
H46 0.8297 6.6798 1.3672

Results of the Löwdin charge analysis, in e, for atoms 1 through 6: Hg 1.09; N 0.00; C -0.96; S 0.44; N -0.04; N -0.09

---

# 3
A molecular structure, C46H46BClN10O4PPb. Source: the Open Molecules 2025 dataset; level of theory: ωB97M-V with the def2-TZVPD basis set.

Summary:
ΔE to the lowest compared entry with this formula, charge and spin = 102.0 kcal/mol
Net charge = +1
E_HOMO = -9.19 eV
HOMO-LUMO gap = 4.484 eV

Cartesian coordinates (Å):
Pb1 -1.3298 0.3915 0.2399
N1 -4.0272 -2.9771 -0.2779
P1 -2.3636 -2.6800 -0.0463
C1 -2.0078 -4.2801 0.7975
C2 -2.3365 -5.4802 0.1686
C3 -2.0786 -6.6798 0.8068
C4 -1.5066 -6.6883 2.0701
C5 -1.1806 -5.4963 2.6929
C6 -1.4308 -4.2904 2.0586
C7 -1.5910 -3.0769 -1.6367
C8 -2.2232 -2.8876 -2.8448
C9 -1.5395 -3.0440 -4.0442
C10 -0.1627 -3.3223 -4.0573
C11 0.5262 -3.4550 -2.8931
C12 -0.1456 -3.4176 -1.5834
C13 -4.8134 -1.8484 -0.4264
C14 -6.1813 -1.8316 -0.1629
C15 -6.8578 -0.6454 -0.3671
C16 -6.1568 0.4626 -0.8292
C17 -4.7988 0.3394 -1.0603
N2 -4.1344 -0.7924 -0.8619
H1 -4.4383 -3.7610 0.2190
H2 -2.7847 -5.4691 -0.8174
H3 -2.3173 -7.6094 0.3130
H4 -1.3019 -7.6272 2.5610
H5 -0.7275 -5.5060 3.6720
H6 -1.1687 -3.3550 2.5340
H7 -3.2636 -2.5970 -2.8598
H8 -2.0683 -2.9322 -4.9784
H9 0.3499 -3.3837 -5.0041
H10 1.5938 -3.6203 -2.8887
H11 -0.0649 -4.4426 -1.1667
H12 -6.6796 -2.7148 0.2068
H13 -7.9175 -0.5901 -0.1691
H14 -6.6568 1.4023 -0.9932
H15 -4.2124 1.1797 -1.4015
N3 -2.4075 0.3114 2.5712
C18 -3.5362 1.2378 2.6164
C19 -3.2251 2.5244 1.7741
O1 -3.9344 3.4958 1.9423
O2 -2.2516 2.4389 0.9680
H16 -2.6585 -0.5972 2.9445
H17 -1.6429 0.6726 3.1319
H18 -3.7871 1.5628 3.6317
H19 -4.4128 0.7621 2.1660
Cl1 1.1927 -5.5111 0.3423
C20 2.2892 -4.1641 0.4308
C21 3.5263 -4.4026 1.0121
C22 4.4175 -3.3608 1.1802
C23 4.1054 -2.0946 0.7108
C24 2.8913 -1.8832 0.0848
C25 1.9445 -2.9011 -0.0451
C26 0.5892 -2.5149 -0.5539
H20 3.7850 -5.3903 1.3608
H21 5.3504 -3.5406 1.6890
H22 4.8111 -1.2842 0.8256
H23 2.6395 -0.9067 -0.3067
H24 -0.0601 -2.4264 0.3247
H25 0.6648 -1.5343 -1.0269
C27 3.2087 0.9345 -5.1079
N4 2.9638 0.7842 -3.6929
C28 4.0485 1.1453 -2.8095
C29 1.9251 0.1403 -3.2456
N5 0.9965 -0.4006 -2.8281
H26 4.1115 0.3918 -5.4015
H27 3.3506 1.9919 -5.3445
H28 2.3670 0.5518 -5.6800
H29 4.9114 0.4927 -2.9697
H30 3.7356 1.0666 -1.7715
H31 4.3534 2.1726 -3.0162
O3 1.9389 0.8155 1.7569
B1 0.7386 0.1320 1.6882
O4 0.6694 -0.7623 2.7550
C30 1.8117 -0.6037 3.4816
C31 2.2189 -1.2339 4.6384
C32 3.4317 -0.8294 5.1739
C33 4.2004 0.1609 4.5777
C34 3.7985 0.7855 3.4070
C35 2.5925 0.3806 2.8696
H32 1.6156 -1.9954 5.1032
H33 3.7777 -1.2872 6.0854
H34 5.1335 0.4489 5.0363
H35 4.3883 1.5648 2.9538
C36 1.6422 2.8536 -0.4582
C37 0.4397 2.9690 -1.3118
N6 -0.5270 2.0800 -1.3884
C38 -1.4456 2.5706 -2.2678
C39 -1.0340 3.7813 -2.7216
N7 0.1727 4.0278 -2.1170
C40 1.0007 5.1879 -2.3738
N8 1.5370 5.7401 -1.1742
N9 2.8617 5.6538 -0.9110
N10 3.1098 6.0769 0.2502
C41 1.9441 6.4573 0.8485
C42 1.6710 6.9464 2.1248
C43 0.3546 7.2045 2.4249
C44 -0.6741 7.0058 1.4919
C45 -0.4303 6.5214 0.2262
C46 0.8941 6.2395 -0.0772
H36 1.9182 1.8089 -0.3620
H37 1.4104 3.2162 0.5441
H38 2.4788 3.4285 -0.8507
H39 -2.3251 2.0174 -2.5226
H40 -1.4838 4.4785 -3.3987
H41 0.3916 5.9292 -2.9059
H42 1.8645 4.9199 -2.9980
H43 2.4676 7.1055 2.8317
H44 0.0928 7.5703 3.4058
H45 -1.6892 7.2349 1.7746
H46 -1.2228 6.3596 -0.4874

Results of the Löwdin charge analysis, in e, for atoms 1 through 6: Pb 1.24; N -0.11; P 1.01; C -0.37; C -0.11; C -0.08

---

# 4
A molecular structure, C46H46Br2IN4O2PSn. Source: the Open Molecules 2025 dataset; level of theory: ωB97M-V with the def2-TZVPD basis set.

Summary:
ΔE to the lowest compared entry with this formula, charge and spin = 0.0 kcal/mol
E_HOMO = -6.93 eV
HOMO-LUMO gap = 6.827 eV

Cartesian coordinates (Å):
Sn1 0.4137 -0.3615 -0.3834
Br1 -0.1251 -0.4190 7.7083
C1 0.0993 -0.3460 5.8339
C2 -0.6093 -1.2073 5.0173
C3 -0.4030 -1.0876 3.6520
N1 0.4103 -0.1999 3.0971
C4 1.0771 0.6280 3.8934
C5 0.9573 0.5853 5.2826
C6 1.8904 1.6926 3.2400
C7 2.9285 2.3215 3.9215
C8 3.5669 3.3781 3.2993
Br2 5.0041 4.2436 4.1663
C9 3.1719 3.7861 2.0407
C10 2.1628 3.0553 1.4274
N2 1.5398 2.0352 1.9995
H1 -1.2948 -1.9406 5.4169
H2 -0.9321 -1.7444 2.9697
H3 1.4785 1.2831 5.9205
H4 3.2526 1.9923 4.8974
H5 3.6486 4.6157 1.5385
H6 1.8440 3.2973 0.4175
C11 1.9899 -2.9672 2.2106
C12 3.1720 -2.8278 1.2577
C13 3.8728 -1.4972 1.3490
C14 4.7298 -1.2564 2.4176
C15 5.4569 -0.0819 2.5073
C16 5.3602 0.8531 1.4913
C17 4.5138 0.6561 0.4046
C18 4.5197 1.6893 -0.6977
C19 5.6980 1.5129 -1.6593
C20 3.7338 -0.5125 0.3610
N3 2.7483 -0.6518 -0.6590
C21 3.1012 -0.6819 -1.9058
C22 2.1526 -0.4938 -2.9335
C23 2.2780 -0.5324 -4.3248
C24 1.0044 -0.2881 -4.8338
C25 0.1650 -0.1019 -3.7301
N4 0.8521 -0.2123 -2.5852
H7 1.5583 -3.9682 2.1455
H8 1.2144 -2.2467 1.9608
H9 2.2862 -2.7845 3.2465
H10 2.8356 -2.9977 0.2376
H11 3.9057 -3.6084 1.4770
H12 4.8363 -2.0195 3.1814
H13 6.1137 0.0937 3.3503
H14 5.9505 1.7628 1.5352
H15 4.5997 2.6773 -0.2419
H16 3.5802 1.6753 -1.2523
H17 6.6398 1.4734 -1.1098
H18 5.7490 2.3430 -2.3654
H19 5.6164 0.5905 -2.2343
H20 4.1487 -0.8126 -2.1754
H21 3.1837 -0.7278 -4.8780
H22 0.7114 -0.2405 -5.8702
H23 -0.8914 0.1233 -3.7274
I1 1.0598 -3.8417 -2.0714
C26 -0.0901 -2.5141 -0.8397
H24 -0.3060 -3.0900 0.0596
H25 -1.0275 -2.4199 -1.3953
C27 -2.3879 2.5020 -2.1400
C28 -2.2069 3.2794 -0.8569
O1 -0.8622 3.0932 -0.4246
H26 -3.4004 2.6295 -2.5276
H27 -2.2162 1.4426 -1.9458
H28 -1.6795 2.8389 -2.8978
H29 -2.9054 2.9090 -0.0975
H30 -2.4112 4.3450 -1.0137
H31 -0.7738 3.4100 0.4797
O2 -2.5591 -0.3682 0.1578
P1 -3.5763 -0.4613 1.2425
C29 -3.4229 0.8922 2.4380
C30 -4.3757 1.2153 3.4036
C31 -4.1551 2.2598 4.2854
C32 -2.9839 3.0015 4.2020
C33 -2.0380 2.6928 3.2376
C34 -2.2484 1.6356 2.3617
C35 -3.4257 -2.0225 2.1469
C36 -3.7605 -2.2129 3.4847
C37 -3.5461 -3.4434 4.0893
C38 -2.9880 -4.4882 3.3646
C39 -2.6481 -4.3035 2.0318
C40 -2.8668 -3.0760 1.4253
C41 -5.2543 -0.3996 0.5813
C42 -5.4008 0.0142 -0.7384
C43 -6.6671 0.1020 -1.2999
C44 -7.7843 -0.2264 -0.5475
C45 -7.6405 -0.6526 0.7671
C46 -6.3780 -0.7425 1.3296
H32 -5.3148 0.6780 3.4582
H33 -4.9023 2.5048 5.0291
H34 -2.8132 3.8205 4.8894
H35 -1.1209 3.2657 3.1756
H36 -1.4984 1.3641 1.6291
H37 -4.1609 -1.3995 4.0774
H38 -3.8050 -3.5821 5.1315
H39 -2.8155 -5.4447 3.8409
H40 -2.2041 -5.1106 1.4629
H41 -2.5828 -2.9192 0.3932
H42 -4.5160 0.2610 -1.3123
H43 -6.7793 0.4228 -2.3274
H44 -8.7712 -0.1601 -0.9872
H45 -8.5121 -0.9232 1.3488
H46 -6.2723 -1.1060 2.3456

Results of the Löwdin charge analysis, in e, for atoms 1 through 6: Sn 1.16; Br 0.76; C -0.67; C -0.09; C -0.13; N 0.12